# 1
Molecular formula: C34H28BCsF4N4O3S4
Method: DFT, the ωB97M-V functional and the def2-TZVPD basis

The geometry in XYZ format:
```
79
Properties=species:S:1:pos:R:3:forces:R:3
Cs 0.2745 -0.9391 -2.7574 0.4 -1.2 0.5
S -2.1996 -5.9935 -0.4312 0.1 0.2 -0.2
C -1.6434 -5.0919 0.9163 0.0 -0.1 0.1
C -1.0921 -3.8925 0.5652 -0.2 -0.5 0.0
C -1.0923 -3.6272 -0.8374 0.5 1.0 -0.5
C -1.6462 -4.6466 -1.5306 -0.2 -0.5 0.7
C -1.8437 -4.8033 -2.9602 0.0 0.0 -0.2
C -2.3569 -5.9868 -3.5242 0.0 0.1 -0.1
C -2.5007 -6.0838 -4.8924 0.0 0.0 0.1
C -2.1596 -5.0009 -5.6921 0.0 0.0 -0.1
C -1.6783 -3.8637 -5.0597 -0.1 -0.1 0.0
N -1.5127 -3.7647 -3.7471 0.1 0.2 0.0
H -1.7622 -5.5146 1.9076 0.0 0.1 0.0
H -0.6936 -3.2117 1.3074 0.0 0.0 0.0
H -2.6288 -6.8130 -2.8813 0.0 0.0 0.0
H -2.8740 -7.0003 -5.3363 0.0 0.0 0.0
H -2.2643 -5.0379 -6.7688 0.0 0.0 0.0
H -1.4223 -2.9760 -5.6317 0.0 0.0 0.0
S 1.8805 -1.4958 1.5307 -0.3 0.4 0.4
C 1.5688 -0.2699 2.6003 1.6 -0.7 -0.6
N 2.5448 0.2104 3.4480 -0.6 -0.3 0.3
C 2.2585 1.3304 4.3184 -0.2 0.2 0.1
C 1.3943 2.3108 3.5624 0.2 0.0 0.2
N 0.1688 1.6411 3.1853 0.4 -0.4 -0.4
C -1.0614 2.4014 3.2755 -0.2 -0.1 -0.1
C -1.0447 3.6831 2.4829 0.0 0.1 0.0
C -1.7571 4.7831 2.9517 0.0 -0.1 0.0
C -1.7957 5.9639 2.2274 0.0 0.0 0.0
C -1.1066 6.0617 1.0270 0.0 0.0 0.0
C -0.4046 4.9662 0.5479 0.0 0.0 -0.1
C -0.3774 3.7813 1.2672 -0.1 0.0 0.0
C 0.2371 0.3890 2.6335 -1.6 0.6 0.1
S -1.1012 -0.4125 2.0796 0.5 0.1 0.2
C 3.6605 -0.6273 3.8756 0.0 0.0 -0.1
C 3.3831 -1.4029 5.1498 -0.1 0.1 0.0
C 2.3250 -2.3111 5.2237 0.1 0.1 0.0
C 2.0976 -3.0348 6.3834 0.0 0.0 0.0
C 2.9206 -2.8664 7.4889 0.0 0.0 0.0
C 3.9678 -1.9616 7.4276 0.0 0.0 0.1
C 4.1909 -1.2313 6.2683 0.0 0.0 -0.1
H 3.2048 1.8005 4.5936 0.0 0.0 0.0
H 1.7507 1.0133 5.2396 0.1 0.0 0.0
H 1.9435 2.6761 2.6877 -0.1 0.1 0.0
H 1.1456 3.1665 4.1893 0.0 0.0 0.0
H -1.2682 2.6204 4.3295 0.0 0.0 0.0
H -1.8556 1.7534 2.9063 0.0 0.0 0.0
H -2.2962 4.7033 3.8897 0.0 0.0 0.0
H -2.3688 6.8049 2.5982 0.0 0.0 0.0
H -1.1275 6.9852 0.4625 0.0 0.0 0.0
H 0.1133 5.0265 -0.4005 0.0 0.0 0.0
H 0.1387 2.9188 0.8627 0.0 0.0 0.0
H 4.5204 0.0259 4.0371 0.0 0.0 -0.1
H 3.8778 -1.3106 3.0564 0.1 0.0 0.0
H 1.6891 -2.4638 4.3634 -0.1 0.0 -0.1
H 1.2796 -3.7432 6.4168 0.0 0.0 0.0
H 2.7519 -3.4458 8.3881 0.0 0.0 0.0
H 4.6151 -1.8248 8.2857 0.0 0.0 0.0
H 5.0133 -0.5246 6.2325 0.0 0.0 0.0
O -2.8026 2.6105 -1.9992 0.1 -0.1 -0.1
C -2.4053 2.2183 -3.0910 -0.2 0.3 0.1
N -1.5861 1.1788 -3.3328 -0.2 0.2 -0.2
S -1.2490 0.9952 -4.8905 -0.4 0.5 -0.4
O -1.7944 -0.2270 -5.4348 0.0 0.0 0.0
O 0.1603 1.1969 -5.1365 0.1 0.1 -0.1
C -2.2054 2.3933 -5.4872 0.0 -0.2 0.4
C -2.4065 2.9088 -6.7502 0.1 -0.1 -0.1
C -3.2396 4.0149 -6.8731 0.0 0.0 0.0
C -3.8497 4.5710 -5.7524 0.0 0.0 0.0
C -3.6355 4.0370 -4.4876 0.0 0.0 0.0
C -2.8012 2.9403 -4.3678 0.0 0.1 -0.1
H -1.9272 2.4653 -7.6139 0.0 0.0 0.0
H -3.4142 4.4485 -7.8502 0.0 0.0 0.0
H -4.4965 5.4324 -5.8714 0.0 0.0 0.0
H -4.1030 4.4561 -3.6056 0.0 0.0 0.0
F 6.2700 -2.7609 -4.3352 0.0 0.0 0.0
B 5.1537 -1.8980 -4.2411 0.0 0.0 0.0
F 4.5143 -2.0822 -2.9921 0.0 0.0 -0.1
F 5.5932 -0.5586 -4.3469 0.0 0.0 0.0
F 4.2436 -2.1838 -5.2801 0.1 0.0 0.1
```
Forces are in eV/Å.

Results
LUMO, eV: 2.8
Charge: -2


# 2
Molecular formula: C4H4O2S2
Method: DFT, the ωB97M-V functional and the def2-TZVPD basis

The geometry in XYZ format:
```
12
Properties=species:S:1:pos:R:3:forces:R:3
O -0.1681 1.2505 -1.9215 -3.5 0.5 1.3
C -1.1726 0.7929 -1.0311 3.2 0.8 -1.5
S -2.4790 1.5481 -0.6539 -2.3 1.4 0.0
C -0.7446 -0.3480 -0.2312 2.0 -0.1 -0.5
O 0.4114 -0.9613 -0.8134 -0.3 -0.2 0.9
C 0.6063 -0.1364 0.3835 -1.3 2.0 -4.0
C 1.0424 -0.8434 1.4888 -1.5 -2.3 3.6
S 2.2254 -0.2141 2.3739 0.1 -0.7 0.3
H 0.5431 0.6422 -1.8289 1.2 -1.3 -0.2
H -1.4939 -0.8959 0.2780 -0.5 -0.8 0.2
H 0.9803 0.8893 0.1560 0.3 -1.1 0.4
H 0.2493 -1.7239 1.7999 2.5 1.7 -0.6
```
Forces are in eV/Å.

Results
SMILES: OC(=S)[C@H]1O[C@@H]1C=S
LUMO, eV: -1.3


# 3
Molecular formula: C17H26Cl21INO5P
Method: DFT, the ωB97M-V functional and the def2-TZVPD basis

The geometry in XYZ format:
```
72
Properties=species:S:1:pos:R:3:forces:R:3
C 5.1788 -2.0361 0.4785 -0.2 -0.6 0.3
C 4.8151 -1.6134 1.9199 0.6 -0.3 -1.1
C 3.8877 -0.4183 2.0409 -0.3 -0.1 1.3
I 4.4530 1.2320 0.7854 -0.2 -0.5 0.2
C 2.4473 -0.8452 1.7979 1.9 1.8 1.7
O 2.1930 -1.5540 0.9170 -1.5 -2.3 -3.1
O 1.5502 -0.4047 2.7062 0.2 1.1 0.1
C 0.3112 0.0577 2.1718 -2.0 -0.8 -0.6
C -0.6272 -1.0963 1.7517 -0.2 0.5 -0.2
C -2.1325 -0.8398 2.0286 1.1 -0.8 0.8
C -2.7867 -2.1754 2.4431 -0.4 1.2 -0.6
C -3.0279 -3.1326 1.2994 -0.3 0.1 0.5
O -1.8126 -3.6808 0.7673 -0.6 0.4 0.3
C -1.8756 -3.9320 -0.5603 -0.9 2.3 0.9
O -1.4424 -4.9039 -0.9996 1.8 -3.5 -1.7
P 0.5348 1.3945 0.8683 1.3 0.8 -0.2
N 0.1534 0.7087 -0.6566 -0.6 0.5 0.7
O -0.7800 2.4033 1.1614 -0.1 -0.8 0.4
H 6.2448 -1.9812 0.3016 0.2 0.3 -0.1
H 4.6342 -1.4911 -0.2761 0.0 0.3 -0.2
H 4.9149 -3.0775 0.3225 -0.1 -0.2 0.0
H 5.7450 -1.4339 2.4444 0.1 0.4 0.3
H 4.3744 -2.4812 2.4006 -0.4 0.0 0.3
H 3.9320 -0.0574 3.0642 0.1 0.4 0.0
H -0.1981 0.5513 2.9975 0.3 0.2 0.4
H -0.5107 -1.3010 0.6941 0.3 -0.3 -0.1
H -0.3238 -1.9782 2.3049 0.1 -0.2 0.0
H -2.6454 -0.3698 1.1964 -0.2 0.1 -0.2
H -2.1847 -0.1875 2.9013 -0.3 0.3 0.0
H -3.7613 -1.9339 2.8662 -0.2 -0.2 0.0
H -2.2085 -2.6105 3.2510 0.2 -0.3 0.0
H -3.6459 -3.9427 1.6867 0.1 -0.3 -0.1
H -3.6116 -2.6731 0.4934 0.2 0.2 0.1
H -2.3137 -3.1772 -1.2236 -0.4 0.6 0.4
H 0.6409 1.2835 -1.3360 0.1 -0.2 -0.1
H -0.8389 0.8274 -0.8569 0.0 -0.4 -0.1
H -1.2384 2.1505 1.9759 -0.1 0.1 -0.2
C -6.3130 -1.1209 -0.3642 0.2 -0.1 0.0
Cl -4.9167 -0.6390 -1.3374 -0.3 0.0 0.0
Cl -6.4616 -2.8769 -0.3311 -0.1 -0.1 -0.1
Cl -6.1647 -0.4899 1.2680 0.0 0.1 0.2
H -7.2047 -0.7068 -0.8169 0.0 0.0 0.0
C 6.6852 3.7475 2.9559 -0.1 0.0 0.0
Cl 5.5907 4.8669 2.1390 0.0 0.0 0.0
Cl 7.8796 4.6280 3.9112 0.0 0.0 0.0
Cl 5.7841 2.6179 3.9655 0.1 0.0 0.2
H 7.2094 3.1771 2.1995 0.0 0.0 0.0
C 5.0331 3.0719 -3.0969 0.1 -0.1 0.0
Cl 6.4966 3.5942 -3.9315 0.0 0.0 0.0
Cl 4.8034 1.3317 -3.2627 0.0 0.0 0.0
Cl 5.0874 3.5370 -1.3924 0.1 0.3 -0.2
H 4.1877 3.5697 -3.5533 0.0 0.0 0.0
C -2.6618 0.2485 -4.7999 0.1 0.0 -0.1
Cl -2.5084 0.1919 -3.0391 0.2 0.1 -0.1
Cl -1.9829 1.7467 -5.4336 0.0 0.0 0.0
Cl -1.8862 -1.1534 -5.5342 -0.1 0.0 0.0
H -3.7153 0.2218 -5.0467 0.0 0.0 0.0
C -2.5391 4.6940 -8.3555 0.0 0.1 0.0
Cl -3.9908 4.1926 -7.4855 0.0 0.0 0.0
Cl -2.8825 6.0765 -9.3953 0.0 0.0 0.0
Cl -1.2337 5.0720 -7.2275 0.0 -0.1 0.0
H -2.2178 3.8714 -8.9808 0.0 0.0 0.0
C -0.6291 -6.4016 2.2059 0.1 -0.1 0.0
Cl -1.3792 -7.0518 3.6720 0.0 0.0 0.0
Cl 1.0448 -5.9357 2.5179 0.0 0.0 0.0
Cl -0.7225 -7.5606 0.8850 0.0 -0.1 0.1
H -1.1724 -5.5155 1.9103 0.0 0.0 0.0
C -3.3540 4.7161 1.8724 0.0 0.1 0.0
Cl -4.4303 5.4265 0.6688 0.0 0.0 0.0
Cl -2.9818 5.8808 3.1435 0.0 0.0 0.0
Cl -4.0695 3.2514 2.5592 0.1 -0.1 0.0
H -2.4285 4.4399 1.3811 0.0 0.0 0.0
```
Forces are in eV/Å.

Results
LUMO, eV: 0.0


no.,HOMO (eV)
1,-1.6
2,-9.4
3,-8.4